Entry 1:
Molecular formula: C17H32NO2P2Tl
Method: DFT, wB97M-V/def2-TZVPD

Geometry as XYZ:
```
55
Properties=species:S:1:pos:R:3:forces:R:3:lowdin_charge:R:1
Tl -0.0674 -1.6787 -0.3792 -1.766 -1.992 1.932 1.003
P -1.5420 0.4611 2.4925 -1.978 2.735 -2.297 0.778
C -1.9212 1.5030 1.1190 0.471 -0.937 -0.375 -0.245
C -0.9354 2.2029 0.3228 0.531 0.331 -0.519 -0.349
N 0.0468 1.5088 -0.3409 0.105 -0.639 0.063 0.083
C 1.0552 2.1422 -0.9304 0.355 1.350 -0.270 -0.340
C 1.1876 3.5463 -0.9442 0.022 -0.870 0.109 -0.024
C 0.1538 4.3001 -0.3957 -0.310 -0.344 -0.201 -0.023
C -0.9297 3.6179 0.1652 0.242 -0.131 -0.041 -0.002
C 2.1564 1.3586 -1.6368 0.063 -0.215 0.799 -0.271
P 1.6912 -0.3073 -2.3021 1.278 4.155 -2.882 0.894
H -1.7951 4.1603 0.5084 0.025 0.143 0.358 0.118
H 2.0723 3.9970 -1.3984 -0.373 -0.069 0.104 0.124
H 0.2084 5.3988 -0.4498 -0.278 -0.660 0.133 0.133
H 2.5378 1.9580 -2.4898 -0.110 -0.505 0.501 0.111
H 2.9846 1.2105 -0.9148 -0.273 0.078 -0.395 0.108
H -4.3751 -1.3894 -2.1742 0.476 -1.199 -1.015 -0.008
H -2.9406 1.9018 1.0482 0.330 -0.372 0.453 0.079
H -1.0988 -1.5345 -4.8957 1.753 1.183 -1.671 0.017
O -4.8253 -0.7795 -1.6270 0.824 1.965 1.391 -0.045
H -4.0964 -0.1589 -1.3517 -1.265 -0.733 -0.312 0.047
H 0.1391 -0.3721 -1.6147 2.546 1.004 -1.514 -0.096
O -0.9885 -2.2106 -4.2443 -2.606 0.491 0.541 -0.077
H -1.9848 -2.1202 -4.1999 0.807 -1.618 1.228 0.084
C 1.2028 0.2207 -3.9914 -0.920 -0.383 0.134 -0.238
H 1.9594 0.8765 -4.4739 -0.539 -0.523 0.462 0.083
H 0.9865 -0.6793 -4.5789 0.300 0.256 -0.071 0.045
H 0.2358 0.7199 -3.8507 0.258 0.255 -0.347 0.062
C 3.4681 -0.8630 -2.8013 0.368 -1.714 0.891 -0.146
H 3.4707 -1.9532 -2.9552 0.069 0.353 -0.010 0.056
H 3.8160 -0.3947 -3.7506 -1.002 0.079 0.653 0.087
H 4.2112 -0.6423 -2.0115 -0.674 -0.044 -0.198 0.065
C -0.8977 1.4826 3.8185 0.941 -0.834 0.756 -0.159
H -1.7149 1.9345 4.3945 0.083 -0.263 -0.202 0.077
H -0.2837 0.8152 4.4606 -0.259 0.733 0.027 0.069
H -0.2881 2.2986 3.4001 -0.114 -0.461 0.059 0.071
C -3.1259 -0.2734 2.8921 -0.099 -0.577 0.184 -0.159
H -2.9286 -1.2723 3.2984 -0.400 0.282 0.219 0.067
H -3.6755 0.3682 3.5799 0.103 -0.159 0.196 0.075
H -3.7317 -0.3726 1.9839 0.335 0.002 0.104 0.069
C 0.7918 -3.5128 4.1326 -0.525 0.313 0.733 -0.031
C 1.0445 -3.0871 2.6899 0.587 -0.727 -0.108 -0.621
C 2.5343 -2.7772 2.5458 0.458 0.620 -0.002 -0.038
C 0.7349 -4.2987 1.8030 -0.562 -0.188 -0.428 -0.065
C 0.2206 -1.8811 2.3752 -0.355 0.364 0.272 -0.091
C -0.4760 -0.8845 2.2003 1.408 -1.242 0.934 -0.228
H 1.4032 -4.3800 4.4043 -0.046 0.193 -0.249 0.110
H -0.2549 -3.7739 4.2957 0.008 -0.076 -0.058 0.100
H 1.0251 -2.7035 4.8245 0.095 -0.004 0.042 0.098
H 3.1585 -3.6389 2.8194 -0.386 0.147 -0.041 0.112
H 2.7975 -2.4992 1.5215 -0.026 -0.017 -0.067 0.078
H 2.8135 -1.9435 3.1937 0.067 -0.048 -0.024 0.100
H -0.3179 -4.5793 1.8784 0.009 -0.012 -0.048 0.101
H 0.9601 -4.1097 0.7490 0.041 -0.018 -0.030 0.035
H 1.3241 -5.1853 2.0886 -0.094 0.542 0.097 0.115
```
Forces are in eV/Å.

HOMO-LUMO gap (spin up / spin down) in eV: 3.7 / 3.6
HOMO level (spin up / spin down) in eV: -12.7 / -12.7
Energy in Eh: -1726.60665
Charge: +2
Relative energy (zero: lowest compared OMol25 entry of this formula, charge and spin) in kcal per mole: 132.52


Entry 2:
Molecular formula: C17H32NOYb
Method: DFT, wB97M-V/def2-TZVPD

Geometry as XYZ:
```
52
Properties=species:S:1:pos:R:3:forces:R:3:lowdin_spin:R:1
C 1.3154 2.0141 -0.4034 -0.504 2.233 0.957 -0.001
H 1.4916 2.3855 0.6261 0.644 0.996 -0.840 0.000
H 2.0688 2.1995 -1.1361 0.861 0.958 -0.150 0.000
H 1.7666 1.0682 -0.0826 -1.513 -1.847 -0.526 0.000
C -0.0179 2.8517 -0.8667 -0.518 -0.551 0.071 0.000
H -0.6806 2.2291 -1.4815 -0.172 -0.118 -0.194 0.000
H -0.5891 3.1102 0.0349 0.227 -0.310 -0.130 0.000
C 0.1448 4.2345 -1.6783 0.602 -1.103 0.257 0.000
H -0.8433 4.6841 -1.9059 0.417 -0.632 0.331 0.000
H 0.6993 4.9678 -1.0831 -0.017 -0.266 -0.090 0.000
H 0.6665 4.0827 -2.6386 -0.155 0.017 0.454 0.000
C -0.6999 -2.2251 -1.2936 -0.358 -0.906 -1.027 0.000
C -1.1059 -1.2220 -2.2180 0.522 -0.955 -0.934 -0.002
C 0.0568 -0.5245 -2.6394 0.154 -1.096 -0.570 -0.001
C 1.1783 -1.0892 -1.9621 -0.123 -0.897 -1.165 -0.003
C 0.7006 -2.1261 -1.1116 0.201 -1.029 -1.468 0.000
C 1.5084 -3.0666 -0.3175 0.563 -0.603 0.672 0.000
C 2.5831 -0.8192 -2.3323 0.891 0.534 0.262 -0.001
C 0.1127 0.5501 -3.6440 -0.081 0.958 -0.824 0.000
C -2.4991 -0.8198 -2.4774 -0.937 0.172 -0.135 0.000
C -1.6301 -3.0626 -0.4893 -0.371 -0.403 0.377 0.000
Yb -0.2682 -0.2594 -0.3703 -1.126 5.719 5.903 1.008
H 3.2893 -1.1217 -1.5404 -0.213 0.151 -0.381 0.000
H 2.8385 -1.3759 -3.2427 -0.017 0.091 0.183 0.000
H 2.7380 0.2523 -2.5486 0.082 -0.454 0.047 0.000
H 2.5166 -2.6719 -0.1252 -0.304 -0.247 0.050 0.000
H 1.0285 -3.3458 0.6454 0.367 0.093 -0.536 0.000
H 1.6094 -3.9842 -0.9150 0.131 0.084 0.347 0.000
H -2.5832 -2.5555 -0.2789 0.141 -0.162 -0.107 0.000
H -1.8754 -4.0090 -0.9970 0.055 0.313 0.092 0.000
H -1.1836 -3.3344 0.4696 -0.059 -0.106 0.013 0.000
H -2.5481 0.1884 -2.8753 -0.084 0.129 -0.166 0.000
H -3.0308 -1.4702 -3.1866 0.223 0.066 0.195 0.000
H -3.0982 -0.8254 -1.5579 -0.119 -0.056 -0.030 0.000
H 0.8850 1.2922 -3.3995 -0.199 -0.101 -0.121 0.000
H 0.3588 0.1626 -4.6513 -0.124 0.066 0.479 0.000
H -0.8568 1.0746 -3.7316 0.498 -0.172 -0.053 0.000
C -0.0518 -0.1827 5.1866 0.070 0.285 0.801 0.000
N -0.0327 -0.1132 3.7331 -0.966 0.516 -0.766 0.000
C 0.9782 -0.8792 3.0361 0.679 -0.501 -0.083 0.000
C -0.9600 0.5738 3.0574 0.718 -0.477 0.151 0.000
C -1.9753 1.4566 3.7309 -0.129 -0.094 0.753 0.000
O -0.9645 0.5164 1.7874 0.379 -0.425 -0.933 -0.001
H 0.7922 -0.8258 5.4808 -0.587 0.406 0.218 0.000
H -1.0063 -0.5972 5.5425 0.442 -0.016 -0.048 0.000
H 0.0685 0.8292 5.6133 0.111 -0.572 -0.069 0.000
H 0.5851 -1.7053 2.4107 -0.131 0.407 0.244 0.000
H 1.6646 -0.2547 2.4340 -0.387 -0.058 0.200 0.000
H 1.5882 -1.3531 3.8149 -0.037 0.061 -0.491 0.000
H -1.7411 2.4719 3.3868 -0.251 -0.127 0.084 0.000
H -2.9533 1.1593 3.3342 0.151 0.255 0.061 0.000
H -2.0388 1.4653 4.8572 0.354 -0.225 -1.368 0.000
```
Forces are in eV/Å.

HOMO-LUMO gap (spin up / spin down) in eV: 8.7 / 7.9
HOMO level (spin up / spin down) in eV: -15.5 / -15.5
2S+1: 2
Energy in Eh: -1955.04576
Expectation value of S²: 0.751
Charge: +2
Relative energy (zero: lowest compared OMol25 entry of this formula, charge and spin) in kcal per mole: 19.31


Entry 3:
Molecular formula: C17H33F9N14O10
Method: DFT, wB97M-V/def2-TZVPD

Geometry as XYZ:
```
83
Properties=species:S:1:pos:R:3:forces:R:3:lowdin_charge:R:1
O 2.2422 -0.9280 4.7173 0.129 -0.012 0.391 0.157
C 1.8027 -1.0377 3.6195 -0.119 0.051 -0.225 -0.411
C 1.9409 -0.1537 2.4482 0.123 0.104 -0.019 0.096
C 1.2800 -0.6880 1.4290 0.085 -0.049 -0.040 -0.103
C 1.0735 -0.1345 0.0597 -0.127 -0.064 -0.047 -0.096
C 0.9102 -1.2144 -1.0171 0.170 0.104 0.068 -0.055
C 0.8516 -0.6511 -2.4215 0.166 0.023 -0.106 -0.445
F 0.2684 0.5689 -2.4512 -0.080 0.220 0.103 0.131
F 0.0996 -1.4568 -3.2063 -0.151 -0.201 -0.192 0.123
C 2.2492 -0.5605 -3.1021 -0.099 0.071 -0.060 -0.356
F 2.6334 -1.8176 -3.3857 0.126 -0.199 0.007 0.159
F 3.1326 -0.0439 -2.2222 0.086 0.149 0.106 0.153
C 2.3319 0.2664 -4.4132 0.037 -0.065 0.087 -0.353
F 1.5214 -0.3005 -5.3218 -0.068 0.037 -0.048 0.163
F 1.9346 1.5307 -4.1884 -0.008 0.055 -0.009 0.162
C 3.7483 0.3621 -5.0496 0.069 -0.068 0.004 -0.541
F 3.6364 1.0293 -6.2074 0.035 -0.083 0.141 0.171
F 4.5841 1.0321 -4.2558 -0.113 -0.091 -0.140 0.185
F 4.2544 -0.8428 -5.2996 -0.052 0.184 0.010 0.192
C 0.6942 -1.9707 1.9258 0.136 0.224 0.163 -0.375
O 0.0533 -2.7866 1.3475 -0.376 -0.358 -0.165 0.165
O 1.0181 -2.1222 3.2598 0.040 0.038 -0.127 0.146
H 2.4731 0.7847 2.4919 -0.055 -0.032 0.011 0.137
H 1.9100 0.5253 -0.1726 -0.058 -0.001 0.042 0.132
H 0.1863 0.5046 0.1049 0.080 -0.034 0.006 0.126
H 1.7422 -1.9221 -0.9786 -0.129 -0.080 0.009 0.143
H -0.0124 -1.7746 -0.8744 0.068 0.008 0.011 0.127
N -1.9762 2.5123 2.7046 -0.106 -0.019 -0.224 0.161
C -0.6455 2.7953 2.6196 0.057 -0.019 0.144 -0.664
N -0.2635 3.9465 3.2069 -0.007 0.081 -0.163 0.182
O 0.1401 2.0366 2.0435 -0.050 -0.052 -0.074 -0.008
H -2.6152 3.0850 3.2282 0.112 -0.010 0.130 0.077
H -2.2937 1.6685 2.2681 -0.020 0.016 0.002 0.096
H 0.7124 4.1764 3.2045 0.019 -0.069 0.081 0.109
H -0.9372 4.5438 3.6591 0.049 0.052 0.064 0.055
N -2.4325 -4.8653 -0.5498 -0.131 0.193 -0.013 0.161
C -2.8325 -5.8551 0.2939 0.110 0.017 0.073 -0.687
N -2.2947 -5.7793 1.5578 -0.014 0.026 0.039 0.140
O -3.6005 -6.7477 -0.0239 -0.026 -0.012 -0.002 0.012
H -1.7983 -4.1462 -0.2553 0.029 -0.030 0.030 0.075
H -2.7644 -4.8709 -1.5020 0.131 -0.218 -0.002 0.061
H -2.5569 -6.4929 2.2102 0.000 -0.003 -0.020 0.093
H -1.6493 -5.0635 1.8371 0.021 -0.004 -0.026 0.074
N 4.5978 1.0134 4.8421 -0.036 0.045 -0.070 0.158
C 4.7366 2.3718 4.8826 0.061 -0.043 -0.042 -0.686
N 6.0258 2.8309 4.7760 -0.002 0.004 -0.012 0.140
O 3.7906 3.1292 4.9964 -0.046 0.029 -0.017 0.022
H 5.3756 0.3911 4.7319 0.004 0.007 0.041 0.093
H 3.6738 0.6220 4.9301 0.027 -0.037 0.072 0.064
H 6.1603 3.8238 4.8025 -0.008 -0.008 0.004 0.098
H 6.8215 2.2292 4.6854 -0.008 -0.002 0.018 0.086
N -2.5983 2.2470 7.8134 -0.075 0.012 -0.016 0.147
C -2.1350 2.0165 6.5457 0.144 -0.103 -0.016 -0.674
N -1.9547 0.7011 6.2154 -0.090 -0.017 -0.026 0.156
O -1.8933 2.9158 5.7635 -0.126 0.149 0.061 0.028
H -2.7864 1.5186 8.4748 0.028 -0.002 -0.001 0.089
H -2.7164 3.2039 8.0876 0.022 -0.007 0.000 0.100
H -1.5878 0.5120 5.3009 0.023 0.015 0.013 0.096
H -2.1252 -0.0595 6.8447 0.034 0.008 0.010 0.091
N 0.8180 0.7873 -8.2846 0.028 0.042 -0.034 0.153
C 0.6315 -0.2372 -9.1712 -0.023 0.001 0.028 -0.686
N -0.6172 -0.3037 -9.7313 -0.013 -0.002 -0.009 0.143
O 1.5091 -1.0348 -9.4428 0.012 -0.017 -0.002 0.027
H 0.1040 1.4466 -8.0417 -0.005 -0.017 0.006 0.094
H 1.7191 0.8581 -7.8499 -0.008 -0.013 0.006 0.080
H -0.7851 -1.0453 -10.3844 0.008 0.007 0.005 0.100
H -1.3543 0.3406 -9.5189 0.008 -0.002 0.004 0.088
N -2.5331 -7.4797 -4.6249 -0.033 -0.010 -0.036 0.155
C -2.1469 -6.1984 -4.3577 0.008 -0.098 0.033 -0.664
N -1.2569 -5.6478 -5.2367 -0.014 0.013 -0.006 0.153
O -2.5715 -5.5909 -3.3908 -0.011 0.225 -0.077 0.021
H -2.1981 -8.0082 -5.4071 0.013 0.005 0.012 0.092
H -3.1697 -7.9044 -3.9753 0.023 0.007 0.017 0.109
H -0.9591 -4.7065 -5.0602 -0.003 -0.009 0.000 0.101
H -0.8959 -6.1342 -6.0346 -0.001 -0.002 0.008 0.092
N -3.3108 6.9230 1.9289 0.013 0.001 0.004 0.158
C -3.4827 6.3975 3.1765 -0.019 0.042 -0.067 -0.662
N -4.6441 6.7350 3.8090 -0.011 -0.007 0.008 0.155
O -2.6521 5.6704 3.6962 -0.026 -0.081 0.055 0.019
H -3.9794 7.5218 1.4836 -0.001 -0.005 0.009 0.094
H -2.4657 6.6834 1.4441 -0.007 -0.011 0.006 0.107
H -4.7887 6.3594 4.7277 0.013 0.003 -0.008 0.106
H -5.3411 7.3308 3.4052 0.010 -0.001 -0.003 0.094
```
Forces are in eV/Å.

HOMO-LUMO gap in eV: 8.3
HOMO level in eV: -9.0
Energy in Eh: -3085.72187
SMILES string: O=C1C=C(CCC(F)(F)C(F)(F)C(F)(F)C(F)(F)F)C(=O)O1.NC(N)=O.NC(N)=O.NC(N)=O.NC(N)=O.NC(N)=O.NC(N)=O.NC(N)=O